Entry from OMol25: a structure of composition C31H46BrN3OP2Pt at a distorted geometry (the ωB97M-V functional and the def2-TZVPD basis).

ORCA input file:
```
! wB97M-V def2-TZVPD RIJCOSX def2/J DEFGRID3
* xyz 2 3
N 6.7263 -0.8242 0.2401
C 5.9409 -1.1809 1.2612
C 4.8309 -2.0234 1.1158
C 4.5000 -2.4829 -0.1855
C 5.3552 -2.1051 -1.2459
C 6.4509 -1.2802 -0.9822
C 3.2771 -3.2008 -0.4752
Pt -1.6850 -0.4730 -0.6818
P -3.7517 0.9536 0.0631
C 2.7581 -3.2129 -1.7501
C 1.3795 -3.4389 -1.9957
C 0.8089 -2.8134 -3.1442
C -0.3151 -2.0419 -2.8776
C -0.7425 -2.0384 -1.5252
C -0.6177 -3.2157 -0.7533
C 0.5248 -3.9588 -0.9742
Br -3.8583 -1.4023 -1.6404
H 2.6938 -3.5910 0.3708
H 3.3284 -2.8860 -2.6181
H 4.2312 -2.2908 1.9882
H 5.1855 -2.4356 -2.2673
H 6.2040 -0.7916 2.2521
H 7.1086 -0.9974 -1.8057
H 1.2612 -2.8810 -4.1391
H 0.8087 -4.8199 -0.3661
H -0.8344 -1.4544 -3.6424
H -1.3728 -3.4741 -0.0148
P -0.1120 1.2289 -1.1771
C -4.5751 -0.1511 1.3526
C -6.0128 -0.5865 1.1419
H -4.4635 0.3913 2.3068
H -3.9135 -1.0276 1.4137
H -6.2000 -1.4144 1.8386
H -6.7325 0.2107 1.3727
H -6.1793 -0.9575 0.1259
C -4.6416 1.7140 -1.3876
C -6.1444 1.5007 -1.5724
H -4.1113 1.3377 -2.2720
H -4.4420 2.7989 -1.3305
H -6.3611 1.4075 -2.6472
H -6.5150 0.6028 -1.0703
H -6.7121 2.3653 -1.2032
C -3.6455 2.4716 1.1288
C -4.9919 2.9349 1.6867
H -3.2087 3.2565 0.5005
H -2.9278 2.2375 1.9298
H -4.9015 3.9899 1.9743
H -5.8045 2.8599 0.9505
H -5.2705 2.3697 2.5834
C 0.3704 2.7639 -0.2251
C -0.7287 3.7198 0.1823
H 1.0827 3.2872 -0.8835
H 0.9436 2.4659 0.6654
H -0.3530 4.7476 0.1402
H -1.6107 3.6672 -0.4607
H -1.0318 3.5513 1.2182
C -0.4699 2.0812 -2.7696
C -0.2252 1.3209 -4.0674
H 0.1454 2.9952 -2.7776
H -1.5192 2.4066 -2.7095
H -0.6237 1.9138 -4.9016
H 0.8433 1.1675 -4.2585
H -0.7246 0.3485 -4.0892
C 1.5293 0.4151 -1.3761
C 2.6638 0.8319 -0.4362
H 1.8371 0.5657 -2.4214
H 1.3422 -0.6609 -1.2635
H 3.5665 0.2464 -0.6643
H 2.9206 1.8950 -0.5473
H 2.4166 0.6461 0.6209
N 1.6326 1.6840 4.8268
C 1.1280 1.6456 3.5531
O 1.3211 2.5538 2.7424
C 0.4185 0.3895 3.1821
C 0.7032 -0.8376 3.7892
C 0.1428 -1.9964 3.2442
C -0.6537 -1.9007 2.0846
N -0.8329 -0.7366 1.4387
C -0.4437 0.3921 2.0624
H 2.0056 2.5680 5.1277
H 1.2521 1.0860 5.5410
H 1.3756 -0.8605 4.6497
H 0.3177 -2.9827 3.6819
H -1.1276 -2.7816 1.6558
H -0.8079 1.3273 1.6157
*
```

The calculation puts the LUMO energy (alpha / beta) at -6.568 / -8.087 eV. As for the maximum force: 3.111 eV/A. Its electronic energy is -131262.3394 eV. As for the energy relative to the best compared isomer or geometry (same formula, charge and spin): 24.5 kJ/mol.